Entry 1:
Molecular formula: C30H74BClN6O10S
Method: DFT, ωB97M-V/def2-TZVPD

```
! RIJCOSX wB97M-V def2-TZVPD def2/J DEFGRID3
* xyz 0 1
C -2.85984 1.35986 2.09473
C -2.81424 0.59094 0.93087
C -1.55701 0.56085 -0.08330
O -2.10418 0.05398 -1.32554
C -1.26656 0.22537 -2.43961
O -0.06048 -0.02161 -2.51265
C -1.99496 0.73007 -3.79295
C -1.09843 0.55871 -5.09428
C -0.38967 1.96969 -5.49994
Cl -2.11297 0.09663 -6.58625
B -0.98570 2.08608 -0.12313
O 0.43868 2.25196 0.10724
N -1.72474 3.32899 -0.40575
C -2.94723 3.18482 -1.21976
C -1.85257 4.24286 0.75002
S -0.39308 -0.67662 0.74157
C -1.21044 -2.33132 0.45947
O -0.34040 -0.49753 2.23333
O 0.99286 -0.69106 0.19425
H -1.93409 1.72910 2.62273
H -3.86863 1.58417 2.55687
H -3.68884 -0.09260 0.70067
H -2.40022 1.78252 -3.68771
H -2.90012 0.04529 -3.92461
H -0.30604 -0.24241 -5.02649
H 0.72602 1.95697 -5.30733
H -0.92229 2.76716 -4.88629
H -0.55698 2.16876 -6.61194
H 0.70564 2.84914 -0.62721
H -3.68678 3.99656 -0.89455
H -3.50361 2.20334 -1.14070
H -2.67684 3.43145 -2.30607
H -2.73624 4.05298 1.43576
H -2.00034 5.30249 0.32762
H -0.87891 4.30684 1.34393
H -1.42815 -2.48912 -0.65135
H -0.52418 -3.18472 0.75930
H -2.19963 -2.40710 1.02270
C -1.45860 8.98893 4.02432
O -0.23846 8.26761 4.00915
C -0.11650 7.29213 5.03800
C -0.79983 5.94688 4.72105
C -2.31704 5.98287 4.87799
N -0.47305 5.48003 3.36825
H -1.82614 9.15713 5.04047
H -2.21194 8.47017 3.42756
H -1.28134 9.95970 3.55661
H 0.95781 7.10753 5.13895
H -0.45319 7.69859 5.99944
H -0.41863 5.21142 5.43790
H -2.81232 6.50309 4.05621
H -2.71951 4.96624 4.89930
H -2.60272 6.47101 5.81382
H 0.53698 5.36773 3.29659
H -0.67479 6.24736 2.72654
C 1.62654 -7.23765 -2.88589
O 1.80426 -5.84229 -3.05341
C 0.83090 -5.21875 -3.88325
C -0.48428 -4.86370 -3.16133
C -1.39385 -6.06632 -2.92721
N -0.23342 -4.19965 -1.87602
H 1.22899 -7.71449 -3.78678
H 0.97615 -7.43447 -2.03075
H 2.60121 -7.67828 -2.66395
H 1.29113 -4.28491 -4.22143
H 0.64753 -5.81810 -4.78335
H -1.03097 -4.16620 -3.80548
H -1.04361 -6.70552 -2.11507
H -2.39997 -5.73281 -2.65834
H -1.47801 -6.67614 -3.83096
H 0.29630 -3.34544 -2.04770
H 0.41951 -4.78532 -1.35485
C 3.14238 1.64826 -3.47217
O 3.64451 2.00205 -4.75143
C 4.44984 3.17518 -4.76607
C 5.92015 2.94109 -4.36450
C 6.12106 2.77225 -2.86146
N 6.49047 1.77752 -5.05395
H 2.91235 2.52498 -2.85971
H 3.85438 0.99788 -2.96092
H 2.22086 1.08010 -3.61725
H 4.43671 3.52502 -5.80353
H 3.98935 3.96889 -4.16502
H 6.48537 3.82905 -4.66795
H 5.79849 1.79383 -2.50228
H 7.18015 2.87079 -2.60842
H 5.57502 3.53856 -2.30430
H 6.43927 1.93561 -6.05849
H 5.85546 0.99405 -4.90201
C -1.98093 3.73269 8.48909
O -3.27943 4.30011 8.52513
C -3.83861 4.41308 9.82888
C -3.38036 5.66139 10.60953
C -1.97052 5.53913 11.17987
N -3.45590 6.87308 9.78428
H -1.84383 2.96497 9.25559
H -1.22594 4.51518 8.59296
H -1.84167 3.27057 7.50919
H -4.92000 4.49032 9.67672
H -3.67104 3.49412 10.40353
H -4.06227 5.78273 11.45807
H -1.19815 5.65151 10.41728
H -1.79609 6.31840 11.92663
H -1.82870 4.57250 11.67100
H -4.41948 7.00273 9.48185
H -2.95627 6.67980 8.91640
C 2.05634 -11.65121 -2.57832
O 1.18265 -12.12151 -3.59025
C 1.02853 -11.23645 -4.69479
C 2.14814 -11.33951 -5.75004
C 3.44551 -10.65542 -5.32937
N 2.43793 -12.73594 -6.09674
H 2.00391 -10.56506 -2.45907
H 3.08074 -11.96271 -2.79266
H 1.76296 -12.11621 -1.63476
H 0.08802 -11.52769 -5.17349
H 0.89405 -10.20388 -4.34932
H 1.79253 -10.83005 -6.65226
H 4.00163 -11.23051 -4.58734
H 4.10379 -10.52979 -6.19317
H 3.24897 -9.66206 -4.91582
H 1.59070 -13.16355 -6.46553
H 2.59903 -13.23774 -5.22364
*
```

Output
Gap between HOMO and LUMO, eV: 9.6
Structure (SMILES): C=C[C@@](OC(=O)C[C@H](C)Cl)(B(O)N(C)C)S(C)(=O)=O.COC[C@@H](C)N.COC[C@@H](C)N.COC[C@@H](C)N.COC[C@@H](C)N.COC[C@@H](C)N
Highest occupied orbital energy, hartree: -0.337

***

Entry 2:
Molecular formula: C30H74O3
Method: DFT, ωB97M-V/def2-TZVPD

```
! RIJCOSX wB97M-V def2-TZVPD def2/J DEFGRID3
* xyz 0 1
C 0.07848 1.52072 -2.73622
C -0.58352 2.00172 -4.09222
C 0.49248 2.71572 -5.03322
C -0.05652 3.18872 -6.46822
C 0.85048 3.96672 -7.32422
C 0.30648 4.13972 -8.73922
H 1.01148 0.77772 -2.88622
H -0.66952 0.81072 -2.18822
H 0.56048 2.51172 -2.41622
H -1.42452 2.72472 -3.88322
H -1.00252 1.24072 -4.68822
H 1.23748 1.98572 -5.09322
H 0.79548 3.55472 -4.53622
H -0.99752 3.66272 -6.49122
H -0.26052 2.33572 -7.10122
H 1.85448 3.52272 -7.17722
H 1.11148 4.88572 -6.73322
H 0.81548 4.69372 -9.40022
H -0.79352 4.45972 -8.73622
H 0.21748 3.15172 -9.28422
C -0.78952 -3.26828 5.38178
C -0.27152 -1.92128 5.36378
C -1.25152 -0.73728 5.32278
C -0.73252 0.69272 5.12878
C -0.16552 1.37372 6.44078
C 0.55748 2.64872 6.13378
H 0.03948 -3.83628 5.52578
H -1.35452 -3.82628 4.37378
H -1.50252 -3.75928 6.13778
H 0.31148 -1.78428 4.43478
H 0.46648 -1.96028 6.33578
H -1.79252 -0.94928 6.19078
H -1.87052 -0.74828 4.38778
H -1.24352 1.37672 4.52478
H 0.12248 0.66272 4.39978
H 0.50248 0.79272 6.83678
H -1.09152 1.69872 7.11578
H 0.91848 3.13172 7.04578
H -0.23752 3.42972 5.84478
H 1.45248 2.49172 5.34578
C 4.02648 2.23572 1.66478
C 3.91148 0.99372 2.53778
C 3.91248 -0.28028 1.80078
C 3.83448 -1.49828 2.69778
C 3.29148 -2.68628 1.99278
C 2.74648 -3.80528 2.84478
H 3.04648 2.32772 1.19678
H 4.76148 1.86072 0.98078
H 4.56048 3.02572 2.26978
H 3.20648 1.15472 3.39278
H 4.84848 0.88572 2.89978
H 4.69148 -0.32228 1.08078
H 2.74748 -0.16228 1.20778
H 3.20248 -1.37528 3.57578
H 4.75348 -1.87228 3.16378
H 3.95748 -3.05128 1.25178
H 2.55448 -2.16128 1.37478
H 2.07548 -4.54228 2.27578
H 1.88648 -3.29828 3.46278
H 3.33848 -4.25828 3.58678
C 1.70348 -4.14928 -1.01922
C 1.03248 -3.83628 -2.30522
C -0.22652 -2.88828 -2.13922
C -0.97652 -2.74028 -3.45822
C -2.40552 -2.06128 -3.13222
C -3.12552 -2.03628 -4.49722
H 2.73548 -4.75728 -1.07122
H 1.06648 -4.89828 -0.36622
H 1.82548 -3.20128 -0.55522
H 0.79148 -4.93328 -2.65922
H 1.74648 -3.35728 -2.88622
H 0.14048 -1.82528 -1.83922
H -0.78852 -3.12028 -1.37122
H -1.18352 -3.76528 -4.02522
H -0.45252 -2.35128 -4.05622
H -2.21952 -1.22028 -2.56822
H -2.93552 -2.74128 -2.35622
H -3.37452 -2.96728 -5.08322
H -2.85752 -1.42828 -5.32522
H -4.16152 -1.61928 -4.17922
C -3.83652 2.11072 -2.01522
C -4.47552 0.84372 -1.57322
O -4.19552 0.78472 -0.20522
H -3.49352 2.20172 -3.10022
H -3.05152 2.36872 -1.42722
H -4.37252 2.86872 -1.63522
H -3.91552 0.11872 -1.99822
H -5.55052 0.61572 -1.90522
H -5.13252 0.69372 0.16978
C 0.08648 3.54272 2.22478
C -0.08152 2.24672 1.53678
O -1.45152 1.89972 1.59978
H 1.17448 3.96972 2.62478
H -0.38552 3.55272 2.99778
H -0.65452 4.18072 1.81478
H 0.29748 1.36772 2.10878
H 0.30248 2.19272 0.36778
H -1.44852 1.01372 1.31778
C -0.70352 -1.80128 1.68878
C -1.96352 -1.49428 0.88978
O -1.62752 -0.41328 0.08778
H 0.16048 -1.79228 0.99978
H -0.80852 -2.89328 2.02378
H -0.74852 -1.01728 2.54878
H -2.87752 -1.46728 1.40678
H -2.07852 -2.19928 0.10878
H -2.46752 -0.12728 -0.28522
*
```

Output
Gap between HOMO and LUMO, eV: 9.9
Structure (SMILES): CCCCCC.CCCCCC.CCCCCC.CCCCCC.CCO.CCO.CCO
Highest occupied orbital energy, hartree: -0.345

***

> What is the gap between HOMO and LUMO in the first record?

9.6 eV

***

> Among the records above, which one has the lowest gap between HOMO and LUMO?

C30H74BClN6O10S